{"formula": "C10H18O3Si", "method": "ωB97M-V/def2-TZVPD", "homo_ha": -0.316, "smiles": "C=C(C)O[Si](C)(OC(=C)C)OC(=C)C", "lumo_energy_ha": 0.0293, "homo_lumo_gap_ha": 0.346, "elements": ["O", "O", "O", "C", "C", "C", "C", "C", "C", "C", "C", "C", "C", "Si", "H", "H", "H", "H", "H", "H", "H", "H", "H", "H", "H", "H", "H", "H", "H", "H", "H", "H"], "coordinates": [[-1.7020, 0.3587, 0.1775], [0.2437, 0.8591, -1.6684], [0.4467, -1.5449, -0.2975], [-3.6374, -0.8702, 0.8020], [0.2794, 2.5748, -0.0200], [1.5683, -0.5085, 1.6066], [-2.4478, -0.3066, 1.1028], [0.8293, 1.8846, -1.0181], [1.5461, -1.1403, 0.4334], [-1.9222, -0.4544, 2.4795], [2.1635, 2.3167, -1.4932], [2.8458, -1.5194, -0.2057], [-1.5502, -1.2200, -2.2080], [-0.6001, -0.3613, -0.8886], [-4.3321, -1.1488, 1.5871], [-3.9264, -0.8439, -0.2480], [-0.6493, 2.3019, 0.4241], [0.7320, 3.4989, 0.2697], [2.4885, -0.4229, 2.2360], [0.6383, -0.0944, 1.9564], [-1.5042, -1.4564, 2.5650], [-1.1252, 0.2081, 2.8232], [-2.6979, -0.3414, 3.2157], [2.9330, 2.3611, -0.7258], [2.6120, 1.5805, -2.1708], [2.1643, 3.2586, -2.0091], [3.5290, -2.1717, 0.3626], [3.4655, -0.6071, -0.3671], [2.7634, -1.9776, -1.2202], [-2.3454, -0.5946, -2.6119], [-0.8098, -1.3853, -2.9687], [-1.9985, -2.2332, -1.9206]], "atomic_forces_ev_per_a": [[1.54, -0.72, -0.53], [-0.53, -1.59, 0.64], [-0.75, 1.90, 0.35], [1.00, 1.27, -0.59], [-0.26, -0.30, -0.53], [-0.31, -0.13, 0.07], [-1.79, -0.77, 0.12], [0.14, 1.81, 1.25], [1.59, -0.68, 0.48], [1.01, 0.03, 0.76], [1.48, -1.12, -0.99], [1.58, -0.01, -1.38], [-0.67, -1.23, 0.67], [-0.85, -0.20, -0.39], [0.25, -0.36, -0.25], [-0.35, -0.07, 0.33], [-0.52, 0.04, 0.10], [0.43, 0.15, 0.41], [-0.91, 0.17, -1.03], [0.01, -0.07, 0.50], [0.02, -0.14, 0.18], [-0.14, 0.30, -0.54], [-0.53, -0.18, 0.19], [-0.35, 0.23, 0.51], [-0.40, 0.06, -0.24], [-0.18, 0.50, -0.25], [-0.66, 0.05, 0.16], [-0.51, -0.41, 0.08], [-0.34, 0.26, 0.83], [0.04, 0.04, 0.01], [0.22, -0.27, -0.69], [0.71, 1.45, -0.23]], "nbo_charge": [-0.8740, -0.8580, -0.8568, -0.5012, -0.5122, -0.4942, 0.3335, 0.3251, 0.3080, -0.6829, -0.6755, -0.6838, -1.1976, 2.3130, 0.2117, 0.2045, 0.2180, 0.2018, 0.2213, 0.2009, 0.2319, 0.2187, 0.2311, 0.2267, 0.2206, 0.2284, 0.2315, 0.2238, 0.2281, 0.2507, 0.2475, 0.2594]}